No. 1
19
Properties=species:S:1:pos:R:3:forces:R:3 method="wB97M-V/def2-TZVPD" de_lowest_kj_mol=619.2 lumo_ev=-3.345 energy_ev=-9368.317 max_force_ev_per_a=5.1 charge=+1 homo_lumo_gap_ev=9.63
H -0.42707 1.62661 -0.24598 1.19 -0.52 0.26
H 1.59564 -0.10355 -1.42402 -0.98 -0.90 0.74
C -0.93695 -0.27872 0.95369 1.87 -2.03 0.98
H -2.87353 0.02879 1.40276 -0.48 0.49 0.69
C -0.29517 -0.64017 -0.38544 4.09 1.23 2.85
C -2.24811 0.64380 -0.43478 1.15 -0.67 0.90
C 2.12933 -0.18549 0.59301 -0.28 0.30 -0.57
H 3.70527 0.47343 -0.58618 0.21 0.29 -1.24
H -3.04413 -1.17417 0.43981 0.60 -1.04 -0.65
H -2.72472 1.48927 -0.07359 -0.72 1.98 0.08
C 1.24133 -0.71216 -0.52268 0.18 3.32 -0.53
N -0.77944 0.67276 -0.19338 -3.55 2.73 -1.73
N -2.43891 -0.38268 0.60271 -0.91 0.62 0.51
H 1.45395 -1.67864 -0.74705 0.73 -3.09 -0.53
H 3.92774 0.92936 1.14455 -0.89 -0.84 -0.40
H -0.80408 -1.18594 -1.05987 -1.68 -1.74 -2.46
C 3.27793 0.44230 0.37708 0.34 0.26 1.31
H -2.51486 0.36612 -1.40509 -0.49 -0.39 -1.50
H 1.75578 -0.33091 1.56447 -0.37 0.00 1.29

No. 2
12
Properties=species:S:1:pos:R:3:forces:R:3 method="wB97M-V/def2-TZVPD" smiles="[H]/N=C(/CF)NN" de_lowest_kj_mol=259.5 lumo_ev=0.588 energy_ev=-9355.392 max_force_ev_per_a=5.9 charge=0 homo_lumo_gap_ev=9.37
H 2.17207 -1.42924 0.21751 -1.26 -0.87 -0.79
H 1.90966 0.73057 -0.07146 -3.75 -2.73 0.27
H 0.59708 2.31751 -0.22771 -0.77 0.21 -1.19
H 1.05608 -1.68667 -1.04108 0.04 -0.11 -2.31
C -0.20613 0.69708 0.01765 -3.41 -0.92 -0.84
N 1.18778 -1.40274 -0.12424 0.77 2.56 4.13
C -1.55372 -0.18555 0.42450 -0.52 5.23 -2.04
H -1.52525 -0.66720 1.40919 0.05 0.78 -0.06
N -0.36284 1.92658 -0.40253 1.21 -1.33 2.54
F -1.87621 -1.14942 -0.46492 0.17 -0.82 -0.77
H -2.33902 0.81906 0.16011 1.77 -3.24 1.63
N 0.94050 0.03000 0.10298 5.70 1.22 -0.58

No. 3
15
Properties=species:S:1:pos:R:3:forces:R:3 method="wB97M-V/def2-TZVPD" spin_multiplicity=3 de_lowest_kj_mol=0.0 lumo_ev="0.802 / -1.756" energy_ev=-11890.501 max_force_ev_per_a=3.0 charge=0 homo_lumo_gap_ev="7.81 / 8.78"
H -2.74701 -2.11623 -0.05332 -0.18 0.02 0.03
C 1.40711 1.46835 0.12399 -0.89 -0.96 1.43
C -1.70888 -1.83864 -0.01682 -0.59 -1.04 1.06
H -0.65156 1.87688 1.08893 0.22 -0.22 0.08
H -1.87497 -0.46682 -1.59573 0.02 0.04 0.07
C 0.66269 0.55629 0.98437 1.54 1.23 0.71
C -1.19859 -0.93605 -0.87857 1.85 1.44 -1.90
H 1.06598 -0.33689 1.42919 -0.07 -0.08 -0.08
H 2.65980 0.07087 -0.27040 -0.17 0.16 0.09
O -0.47927 0.99782 1.48928 -0.59 0.33 -0.03
H -1.09127 -2.29654 0.73044 0.25 -0.19 0.18
N 0.10989 -0.64414 -0.91594 -1.68 -1.04 -0.53
H 0.32481 0.06436 -1.61431 -0.25 -0.10 -0.27
O 0.96343 2.57557 -0.10237 0.00 0.44 -0.39
O 2.55785 1.02517 -0.39875 0.54 -0.02 -0.46